Version A
The following is a quantum chemistry calculation of an isolated molecule of C2H4N4, from OMol25.

ORCA input file:
```
! RIJCOSX wB97M-V def2-TZVPD def2/J DEFGRID3
* xyz 0 1
C -0.7784 -0.0087 -0.0140
C 1.3773 0.5870 -0.0046
H -2.4540 0.8350 0.0619
H -0.1939 2.0441 0.0568
H 2.2678 1.1977 0.0822
H -0.1711 -2.0314 0.0058
N -2.0520 -0.0889 0.0271
N 0.1120 1.0678 -0.0421
N 1.4106 -0.7005 0.0404
N 0.0948 -1.0663 -0.0390
*
```

LUMO (eV): 0.74
SMILES string: [H]/N=c1\[nH]cn[nH]1
Orbital gap (Eh): 0.3260

Results of the Löwdin charge analysis, in e, for atoms 1 through 5: -0.5016 -0.2151 0.0173 0.1631 0.1191

=====

Version B
The following is a quantum chemistry calculation of an isolated molecule of C2H4N4, from OMol25.

ORCA input file:
```
! RIJCOSX wB97M-V def2-TZVPD def2/J DEFGRID3
* xyz 0 1
C -0.7242 -0.1767 0.3924
C 0.2689 -0.8645 -0.4598
N 1.5806 -1.0681 0.0478
N 2.1690 -0.0098 0.1669
N 1.4117 1.0295 -0.0229
N 0.0451 0.5138 -0.6372
H -1.7750 0.0977 0.5269
H -0.2504 -0.0826 1.4093
H 0.0628 -1.4100 -1.3880
H 1.9098 1.8896 -0.4076
*
```

LUMO (eV): 1.12
SMILES string: C1[C@@H]2N=NNN12
Orbital gap (Eh): 0.3860

Results of the Löwdin charge analysis, in e, for atoms 1 through 5: -0.1021 -0.3618 0.0150 -0.0540 -0.0101

=====

Sorted by energy, starting with the most stable: version A, version B.